ORCA calculation (ωB97M-V with the def2-TZVPD basis set) on 3 unconnected molecules or ions with the total composition C2H9NO2 in a non-equilibrium geometry.

Charge: 0
Total energy, eV: -7804.5097
HOMO-LUMO gap, eV: 9.950
SMILES string: C=CN.O.O
LUMO energy, hartree: 0.0324
Maximum force, eV/A: 1.5
HOMO, eV: -9.07

Last column: Mulliken charge in e.
Geometry (Å):
C1 0.4901 -1.9114 0.3567  -0.81
C2 0.5572 -0.6904 0.8454  0.18
N1 1.4800 0.2772 0.3318  -0.59
H1 1.2156 -2.3532 -0.3238  0.19
H2 -0.2769 -2.6537 0.5672  0.25
H3 -0.0754 -0.3363 1.6402  0.34
H4 2.1572 -0.1677 -0.2573  0.19
H5 1.9779 0.6719 1.1260  0.24
O1 -2.4008 0.4611 0.1180  -0.64
H6 -1.7665 0.7836 -0.5418  0.38
H7 -3.2928 0.6362 -0.1908  0.29
O2 -0.3608 1.8678 -1.1088  -0.73
H8 -0.0614 1.8450 -2.0230  0.30
H9 0.3565 1.5698 -0.5399  0.43


ORCA calculation (ωB97M-V with the def2-TZVPD basis set) on a molecular structure, C11H36BClCrO11S3 in a non-equilibrium geometry.

Charge: 0
Total energy, eV: -108636.1230
HOMO-LUMO gap (alpha / beta), eV: 7.624 / 8.416
LUMO energy (alpha / beta), hartree: -0.0027 / -0.0030
2S+1: 5
Maximum force, eV/A: 2.6
HOMO (alpha / beta), eV: -7.70 / -8.50

Last column: Mulliken charge in e.
Geometry (Å):
Cr1 2.5879 -1.9183 -0.7108  -0.32
Cl1 3.4510 -3.2290 1.2030  -0.58
B1 1.7396 0.0196 -0.1441  2.99
H1 1.3157 0.9525 0.3729  -0.99
H2 0.9576 -0.6376 -0.6532  -0.90
H3 2.5014 0.3398 -0.9602  -0.43
H4 2.2266 -0.6283 0.6590  0.02
O1 -0.2698 4.0641 3.7644  -0.64
S1 -0.5411 2.7665 3.1847  1.12
O2 0.2734 1.6461 3.5631  -0.58
O3 -2.1101 2.3724 3.4120  -0.27
C1 -3.0399 3.4517 3.6495  -0.26
C2 -4.0328 3.4497 2.4861  -1.04
C3 -0.5522 2.8243 1.3828  -0.65
H5 -2.6250 4.4247 3.8976  0.32
H6 -3.5613 3.1016 4.5474  0.30
H7 -3.7384 4.1639 1.7184  0.30
H8 -5.0313 3.7196 2.8523  0.39
H9 -4.2655 2.4639 2.0875  0.23
H10 -1.2903 3.5336 1.0096  0.35
H11 -0.8067 1.8024 1.1216  -0.04
H12 0.4067 3.1611 0.9983  0.37
O4 0.7947 -3.1050 -0.4257  0.19
S2 -0.0912 -4.0617 0.2151  1.02
O5 0.3909 -4.9924 1.1554  -0.59
O6 -1.2632 -3.2077 0.9836  -0.48
C4 -1.3978 -1.8151 0.6458  1.17
C5 -2.7810 -1.3593 1.0852  -1.43
C6 -1.0849 -4.8625 -1.0812  -0.80
H13 -1.3277 -1.7730 -0.4453  -0.51
H14 -0.5743 -1.2052 1.0180  -0.06
H15 -2.7952 -0.2794 0.9175  0.29
H16 -2.9956 -1.5424 2.1369  0.40
H17 -3.5904 -1.8139 0.5142  0.35
H18 -0.4786 -5.7251 -1.3414  0.39
H19 -1.4267 -4.1842 -1.8574  0.02
H20 -2.0152 -5.1589 -0.5947  0.44
O7 1.8510 -1.8360 -2.7356  -0.51
S3 0.8155 -1.2209 -3.5581  0.95
O8 0.9124 -1.3504 -4.9837  -0.62
O9 -0.5480 -1.9492 -3.1295  -0.22
C7 -1.7138 -1.6480 -3.9532  -0.58
C8 -2.8121 -1.1397 -3.0289  -0.99
C9 0.5219 0.4899 -3.1175  -0.84
H21 -2.0318 -2.5733 -4.4305  0.32
H22 -1.4568 -0.9358 -4.7337  0.59
H23 -2.6176 -0.1472 -2.6219  0.28
H24 -3.0352 -1.8258 -2.2162  0.18
H25 -3.7115 -1.0319 -3.6426  0.45
H26 -0.1682 0.8701 -3.8775  0.42
H27 1.4208 1.0851 -3.2502  0.46
H28 0.0163 0.5809 -2.1632  0.07
C10 3.1383 3.3277 2.4610  -0.53
O10 3.1656 2.0704 1.7708  -0.46
H29 3.9313 4.0031 2.1472  0.28
H30 2.1612 3.8094 2.4120  0.15
H31 3.3013 3.0100 3.4946  0.24
H32 2.3041 1.7469 1.4888  0.06
C11 5.2686 -0.0008 -0.6247  -0.49
O11 4.5973 -1.1614 -1.1629  -0.31
H33 4.5308 0.7395 -0.3378  0.18
H34 5.8238 -0.3328 0.2591  0.28
H35 6.0732 0.3454 -1.2763  0.30
H36 5.3023 -1.6836 -1.5574  0.23


ORCA calculation (ωB97M-V with the def2-TZVPD basis set) on C34H28N4O5 in the gas phase.

Charge: 0
Total energy, eV: -51911.3150
HOMO-LUMO gap, eV: 7.465
SMILES string: COc1ccc2cc(-c3cc(C(=O)OCC(=O)Nc4c(C)n(C)n(-c5ccccc5)c4=O)c4ccccc4n3)ccc2c1
LUMO energy, hartree: -0.0059
Maximum force, eV/A: 0.8
HOMO, eV: -7.63

Last column: Mulliken charge in e.
Geometry (Å):
C1 8.9431 -5.7960 1.3459  -0.88
O1 7.9356 -5.6670 0.3732  -0.45
C2 6.8567 -4.8782 0.6401  0.75
C3 6.6763 -4.1630 1.8415  -0.35
C4 5.5586 -3.3977 2.0251  -1.29
C5 4.5631 -3.3004 1.0328  0.05
C6 3.4028 -2.5266 1.2053  -0.22
C7 2.4344 -2.4604 0.2289  0.34
C8 1.2258 -1.6635 0.4701  0.65
C9 0.0000 -1.9759 -0.1630  -0.53
C10 -1.1225 -1.2466 0.1394  0.67
C11 -2.4048 -1.5265 -0.5517  0.18
O2 -3.5067 -1.4687 -0.0721  -0.61
O3 -2.1926 -1.7970 -1.8634  -0.45
C12 -3.3535 -1.7653 -2.6794  -0.67
C13 -3.9926 -0.3648 -2.6880  0.83
O4 -5.1657 -0.1985 -2.9365  -0.69
N1 -3.0901 0.6017 -2.4167  -0.26
C14 -3.2424 1.9003 -1.9377  0.32
C15 -4.2574 2.8009 -1.8472  0.18
C16 -5.6366 2.7772 -2.3926  -1.72
N2 -3.8271 3.8815 -1.0972  -0.01
C17 -4.2528 5.2250 -1.4231  -1.25
N3 -2.4757 3.6884 -0.8071  0.40
C18 -1.8468 4.3803 0.2382  0.08
C19 -0.4595 4.4789 0.2447  -0.39
C20 0.1736 5.1302 1.2865  -0.78
C21 -0.5634 5.6987 2.3122  -0.56
C22 -1.9440 5.5942 2.3059  -0.81
C23 -2.5898 4.9300 1.2796  0.41
C24 -2.0747 2.4507 -1.2715  0.45
O5 -0.9789 1.9302 -1.1345  -0.74
C25 -1.0317 -0.1689 1.0618  0.55
C26 -2.1055 0.6590 1.4391  -0.45
C27 -1.9038 1.7032 2.2988  -0.81
C28 -0.6268 1.9739 2.8136  -0.71
C29 0.4339 1.1830 2.4780  -0.56
C30 0.2611 0.0903 1.6009  -0.03
N4 1.3328 -0.6637 1.3153  -0.60
C31 2.6302 -3.1648 -0.9807  -1.01
C32 3.7516 -3.9153 -1.1785  -1.17
C33 4.7460 -4.0184 -0.1800  0.97
C34 5.8999 -4.7973 -0.3491  -0.34
H1 9.6835 -6.4673 0.9132  0.24
H2 8.5575 -6.2355 2.2718  0.34
H3 9.4167 -4.8341 1.5681  0.34
H4 7.4178 -4.2151 2.6234  0.41
H5 5.4252 -2.8518 2.9480  0.41
H6 3.2569 -1.9780 2.1233  0.52
H7 -0.0666 -2.8023 -0.8524  0.56
H8 -3.0293 -2.0457 -3.6833  0.34
H9 -4.1086 -2.4716 -2.3205  0.36
H10 -2.1237 0.3107 -2.2724  0.18
H11 -6.3577 3.0137 -1.6123  0.39
H12 -5.8484 1.7861 -2.7846  0.40
H13 -5.7449 3.5085 -3.1940  0.36
H14 -5.3213 5.3121 -1.2348  0.38
H15 -3.7220 5.9316 -0.7890  0.47
H16 -4.0513 5.4721 -2.4706  0.34
H17 0.1082 4.0243 -0.5494  0.46
H18 1.2508 5.1968 1.2933  0.42
H19 -0.0641 6.2138 3.1190  0.41
H20 -2.5243 6.0206 3.1109  0.37
H21 -3.6634 4.8159 1.2971  0.54
H22 -3.0908 0.4583 1.0470  0.55
H23 -2.7319 2.3351 2.5850  0.47
H24 -0.4937 2.8172 3.4754  0.44
H25 1.4261 1.3687 2.8584  0.51
H26 1.8959 -3.0849 -1.7682  0.43
H27 3.8982 -4.4448 -2.1090  0.39
H28 6.0507 -5.3484 -1.2647  0.44


ORCA calculation (ωB97M-V with the def2-TZVPD basis set) on a molecular structure, C12H28F6KNO14S5 in a non-equilibrium geometry.

Charge: 0
Total energy, eV: -129852.7365
HOMO-LUMO gap, eV: 6.553
LUMO energy, hartree: -0.0594
Maximum force, eV/A: 4.2
HOMO, eV: -8.17

Last column: Mulliken charge in e.
Geometry (Å):
K1 -0.4937 -0.5709 0.4422  0.99
C1 -5.2085 3.1773 1.5434  0.61
F1 -6.2566 3.2411 0.7128  -0.20
F2 -4.0142 3.2292 0.9858  -0.19
F3 -5.4081 4.0584 2.5477  -0.20
S1 -5.2062 1.4035 2.4405  0.94
O1 -3.8987 1.3115 3.0838  -0.63
O2 -6.3778 1.3042 3.3497  -0.58
N1 -5.1312 0.2668 1.0707  -0.41
S2 -6.1337 -0.9024 1.3602  0.99
O3 -5.6519 -1.9054 2.3415  -0.66
O4 -7.5523 -0.4311 1.4998  -0.64
C2 -6.0209 -1.8269 -0.2815  0.62
F4 -6.5424 -1.0650 -1.2245  -0.23
F5 -4.7232 -2.0810 -0.4514  -0.23
F6 -6.7332 -2.9160 -0.2976  -0.20
C3 -4.4176 3.0445 -4.1353  -0.59
O5 -3.6547 2.1457 -3.3594  -0.47
H1 -4.7877 2.6552 -5.0837  0.23
H2 -5.1691 3.5145 -3.5010  0.25
H3 -3.9256 3.9863 -4.3782  0.25
H4 -4.2166 1.8959 -2.6223  0.32
O6 -0.3724 -2.5983 5.4187  -0.60
S3 0.5823 -2.1945 6.4349  1.06
O7 1.2658 -0.8812 6.4217  -0.60
O8 -0.2289 -2.2770 7.8697  -0.25
C4 -1.5900 -2.2295 7.8708  -0.03
C5 -2.0510 -2.3043 9.3141  -1.32
C6 1.7888 -3.5215 6.7431  -0.82
H5 -2.0949 -3.0576 7.3734  0.28
H6 -2.0289 -1.2930 7.5267  0.29
H7 -1.8760 -3.2329 9.8574  0.32
H8 -3.0821 -2.0238 9.5294  0.37
H9 -1.4490 -1.6327 9.9260  0.34
H10 2.4388 -3.4916 5.8686  0.33
H11 1.1575 -4.4000 6.6097  0.32
H12 2.2534 -3.4136 7.7232  0.31
O9 1.3528 0.2033 -4.8021  -0.59
S4 1.6902 0.2766 -6.2177  1.12
O10 2.5888 -0.7209 -6.7874  -0.61
O11 0.2944 0.3169 -7.0698  -0.25
C7 -0.2805 -0.9439 -7.4303  -0.24
C8 -1.6205 -0.9465 -8.1785  -1.17
C9 2.2436 1.9398 -6.5548  -0.88
H13 -0.3214 -1.6258 -6.5808  0.34
H14 0.3711 -1.4031 -8.1737  0.31
H15 -2.4607 -1.1129 -7.5044  0.29
H16 -1.7887 -1.8128 -8.8183  0.38
H17 -1.6125 -0.1120 -8.8797  0.33
H18 2.5569 2.0080 -7.5966  0.32
H19 3.0452 2.2577 -5.8881  0.34
H20 1.4183 2.6483 -6.4836  0.32
O12 5.8686 3.1071 0.9997  -0.59
S5 6.1419 1.6920 0.7210  1.10
O13 5.0817 0.7225 0.7017  -0.59
O14 7.0790 1.6254 -0.6657  -0.28
C10 7.4786 0.3442 -1.1646  -0.14
C11 8.0568 0.7221 -2.5488  -1.27
C12 7.3452 1.0898 2.0546  -0.95
H21 6.6442 -0.3236 -1.3793  0.29
H22 8.2326 -0.0298 -0.4721  0.34
H23 8.4389 -0.1741 -3.0376  0.40
H24 8.9605 1.3234 -2.4487  0.34
H25 7.2968 1.2760 -3.0999  0.31
H26 8.3682 1.3826 1.8184  0.34
H27 7.3580 0.0122 1.8909  0.34
H28 6.9820 1.2736 3.0657  0.36


ORCA calculation (ωB97M-V with the def2-TZVPD basis set) on C2H6S in the gas phase in a non-equilibrium geometry.

Charge: 0
Total energy, eV: -13006.2851
HOMO-LUMO gap, eV: 10.065
SMILES string: CCS
LUMO energy, hartree: 0.0380
Maximum force, eV/A: 1.1
HOMO, eV: -9.03

Last column: Mulliken charge in e.
Geometry (Å):
C1 -1.0477 -0.2822 -0.1147  -0.94
C2 0.2936 0.4615 0.0050  -0.41
S1 1.4861 -0.4397 1.0357  -0.24
H1 -1.2015 -0.9155 0.7476  0.34
H2 -1.0647 -0.8743 -1.0235  0.25
H3 -1.8438 0.4485 -0.2585  0.28
H4 0.7621 0.6372 -0.9536  0.33
H5 0.1338 1.4523 0.4172  0.28
H6 2.4819 -0.4878 0.1449  0.11


ORCA calculation (ωB97M-V with the def2-TZVPD basis set) on a molecular structure, C21H29Cl2O4Sn in a non-equilibrium geometry.

Charge: -1
Total energy, eV: -61311.1922
HOMO-LUMO gap, eV: 5.864
LUMO energy, hartree: 0.0946
Maximum force, eV/A: 3.2
HOMO, eV: -3.29

Last column: Mulliken charge in e.
Geometry (Å):
O1 -1.8813 3.7535 -4.1918  -0.31
C1 -2.9658 3.4029 -5.1256  -0.45
C2 -2.7960 4.5574 -6.0936  -0.90
H1 -3.9543 3.3809 -4.6542  0.17
H2 -2.8223 2.4987 -5.7061  0.31
C3 -1.7184 4.9347 -5.0422  1.75
H3 -3.6668 5.2447 -6.0734  0.30
H4 -2.4917 4.1822 -7.0805  0.30
C4 -2.1972 6.2035 -4.3662  -1.80
H5 -3.2099 6.0607 -3.9879  0.40
H6 -2.1477 6.9962 -5.1293  0.41
H7 -1.5616 6.4771 -3.5203  0.38
C5 -0.3351 5.1002 -5.6525  -1.72
H8 -0.0146 4.2292 -6.2369  0.34
H9 0.4044 5.3757 -4.8927  0.39
H10 -0.4076 5.9521 -6.3428  0.39
Sn1 0.1584 0.7722 -0.4626  1.19
C6 2.6453 -0.8847 -0.5681  -0.59
C7 1.3149 -1.4131 -0.5544  -0.86
C8 0.6890 -1.0542 -1.8188  -0.44
H11 0.8730 -2.1189 0.1396  0.56
C9 1.6456 -0.2586 -2.5617  -0.54
C10 2.8286 -0.1779 -1.7798  -0.76
H12 3.7757 0.2298 -2.1213  0.40
H13 3.4069 -1.0905 0.1851  0.40
H14 -0.2274 -1.4906 -2.2010  0.66
H15 1.5033 0.0752 -3.5851  0.44
C11 0.2882 1.7751 2.0649  -0.85
C12 1.0568 2.8334 1.4966  -0.37
C13 0.3569 3.3868 0.3911  -0.69
H16 2.0109 3.1940 1.9071  0.38
C14 -0.9138 2.6861 0.2654  -0.78
C15 -0.9866 1.7547 1.3918  -0.34
H17 -1.9159 1.3166 1.7738  0.45
H18 0.5423 1.1464 2.9238  0.41
H19 0.6375 4.2589 -0.2012  0.43
H20 -1.7498 2.9553 -0.3856  0.76
O2 -3.2392 1.1883 -4.1433  -0.38
C16 -1.7841 0.9301 -4.1154  0.71
C17 -1.5921 -0.4155 -4.8700  -0.58
H21 -1.4115 0.8292 -3.0587  -1.03
H22 -1.2723 1.7407 -4.6307  0.56
C18 -2.9784 -1.1236 -4.7943  -0.64
H23 -0.7700 -1.0120 -4.4423  0.29
H24 -1.3028 -0.1846 -5.9175  0.34
C19 -3.7785 -0.1324 -3.9066  0.03
H25 -2.9311 -2.1165 -4.3059  0.32
H26 -3.4618 -1.3075 -5.7895  0.23
H27 -3.5447 -0.4252 -2.8579  -0.29
H28 -4.8765 -0.1512 -4.0546  0.38
Cl1 -4.2077 -0.3028 1.5119  -0.19
C20 -3.3369 -1.5494 0.5992  -0.11
Cl2 -4.1980 -2.2817 -0.7730  -0.18
C21 -2.0510 -0.8803 0.1163  0.26
O3 -1.0638 -0.9567 0.9199  -0.56
O4 -2.0420 -0.2267 -0.9765  -0.33
H29 -3.0817 -2.3049 1.3489  0.35


ORCA calculation (ωB97M-V with the def2-TZVPD basis set) on 2 unconnected molecules or ions with the total composition C3H7NO2 in a non-equilibrium geometry.

Charge: 0
Total energy, eV: -8808.5867
HOMO-LUMO gap, eV: 10.748
SMILES string: CC=O.NC=O
LUMO energy, hartree: 0.0331
Maximum force, eV/A: 3.3
HOMO, eV: -9.85

Last column: Mulliken charge in e.
Geometry (Å):
C1 2.8305 0.4767 -0.0981  -0.80
C2 2.7854 0.0618 -1.5980  0.20
O1 2.3486 -1.0715 -1.7659  -0.48
H1 2.4748 1.4424 0.1004  0.28
H2 3.8642 0.5815 0.3005  0.24
H3 2.2191 -0.3724 0.2067  0.27
H4 3.0745 0.7824 -2.4436  0.29
N1 -3.2931 -0.9717 1.0904  -0.36
C3 -3.2139 0.3703 0.7680  0.19
O2 -2.1301 0.9611 0.8143  -0.55
H5 -4.2085 -1.4331 1.0494  0.22
H6 -2.5481 -1.6142 0.9641  0.23
H7 -4.2031 0.7867 0.6118  0.27


Repeat the fourth record exactly.
ORCA calculation (ωB97M-V with the def2-TZVPD basis set) on a molecular structure, C12H28F6KNO14S5 in a non-equilibrium geometry.

Charge: 0
Total energy, eV: -129852.7365
HOMO-LUMO gap, eV: 6.553
LUMO energy, hartree: -0.0594
Maximum force, eV/A: 4.2
HOMO, eV: -8.17

Last column: Mulliken charge in e.
Geometry (Å):
K1 -0.4937 -0.5709 0.4422  0.99
C1 -5.2085 3.1773 1.5434  0.61
F1 -6.2566 3.2411 0.7128  -0.20
F2 -4.0142 3.2292 0.9858  -0.19
F3 -5.4081 4.0584 2.5477  -0.20
S1 -5.2062 1.4035 2.4405  0.94
O1 -3.8987 1.3115 3.0838  -0.63
O2 -6.3778 1.3042 3.3497  -0.58
N1 -5.1312 0.2668 1.0707  -0.41
S2 -6.1337 -0.9024 1.3602  0.99
O3 -5.6519 -1.9054 2.3415  -0.66
O4 -7.5523 -0.4311 1.4998  -0.64
C2 -6.0209 -1.8269 -0.2815  0.62
F4 -6.5424 -1.0650 -1.2245  -0.23
F5 -4.7232 -2.0810 -0.4514  -0.23
F6 -6.7332 -2.9160 -0.2976  -0.20
C3 -4.4176 3.0445 -4.1353  -0.59
O5 -3.6547 2.1457 -3.3594  -0.47
H1 -4.7877 2.6552 -5.0837  0.23
H2 -5.1691 3.5145 -3.5010  0.25
H3 -3.9256 3.9863 -4.3782  0.25
H4 -4.2166 1.8959 -2.6223  0.32
O6 -0.3724 -2.5983 5.4187  -0.60
S3 0.5823 -2.1945 6.4349  1.06
O7 1.2658 -0.8812 6.4217  -0.60
O8 -0.2289 -2.2770 7.8697  -0.25
C4 -1.5900 -2.2295 7.8708  -0.03
C5 -2.0510 -2.3043 9.3141  -1.32
C6 1.7888 -3.5215 6.7431  -0.82
H5 -2.0949 -3.0576 7.3734  0.28
H6 -2.0289 -1.2930 7.5267  0.29
H7 -1.8760 -3.2329 9.8574  0.32
H8 -3.0821 -2.0238 9.5294  0.37
H9 -1.4490 -1.6327 9.9260  0.34
H10 2.4388 -3.4916 5.8686  0.33
H11 1.1575 -4.4000 6.6097  0.32
H12 2.2534 -3.4136 7.7232  0.31
O9 1.3528 0.2033 -4.8021  -0.59
S4 1.6902 0.2766 -6.2177  1.12
O10 2.5888 -0.7209 -6.7874  -0.61
O11 0.2944 0.3169 -7.0698  -0.25
C7 -0.2805 -0.9439 -7.4303  -0.24
C8 -1.6205 -0.9465 -8.1785  -1.17
C9 2.2436 1.9398 -6.5548  -0.88
H13 -0.3214 -1.6258 -6.5808  0.34
H14 0.3711 -1.4031 -8.1737  0.31
H15 -2.4607 -1.1129 -7.5044  0.29
H16 -1.7887 -1.8128 -8.8183  0.38
H17 -1.6125 -0.1120 -8.8797  0.33
H18 2.5569 2.0080 -7.5966  0.32
H19 3.0452 2.2577 -5.8881  0.34
H20 1.4183 2.6483 -6.4836  0.32
O12 5.8686 3.1071 0.9997  -0.59
S5 6.1419 1.6920 0.7210  1.10
O13 5.0817 0.7225 0.7017  -0.59
O14 7.0790 1.6254 -0.6657  -0.28
C10 7.4786 0.3442 -1.1646  -0.14
C11 8.0568 0.7221 -2.5488  -1.27
C12 7.3452 1.0898 2.0546  -0.95
H21 6.6442 -0.3236 -1.3793  0.29
H22 8.2326 -0.0298 -0.4721  0.34
H23 8.4389 -0.1741 -3.0376  0.40
H24 8.9605 1.3234 -2.4487  0.34
H25 7.2968 1.2760 -3.0999  0.31
H26 8.3682 1.3826 1.8184  0.34
H27 7.3580 0.0122 1.8909  0.34
H28 6.9820 1.2736 3.0657  0.36